Record 1
Below is 2 unconnected molecules or ions with the total composition C6H12N2 in a non-equilibrium geometry, with properties calculated with ωB97M-V with the def2-TZVPD basis set.

**SMILES**: Cc1c[nH]cn1.CC
**Gap between HOMO and LUMO**: 9.05 eV
**Energy above the lowest of the compared OMol25 structures with the same formula, charge and spin**: 41.31 kcal/mol
**E_HOMO**: -8.232 eV

Atoms and positions in Å:
1 C 0.9057 3.1558 -1.7272
2 C 1.0886 1.9969 -0.6719
3 C 0.5900 0.6408 -0.8030
4 N 0.8727 0.1449 0.4514
5 C 1.5294 1.0861 1.2008
6 N 1.6597 2.2550 0.5102
7 H 1.5492 3.2035 -2.5558
8 H 1.0958 4.0935 -1.2868
9 H -0.2275 3.2538 -1.7576
10 H 0.0956 0.1260 -1.4803
11 H 0.2535 -0.6490 0.8597
12 H 1.9408 0.7052 2.2001
13 C -1.2800 -2.3316 -0.1665
14 C -1.5490 -2.6570 1.4137
15 H -1.3982 -1.2065 -0.3984
16 H -0.2798 -2.6641 -0.4352
17 H -1.9798 -2.7553 -0.8319
18 H -1.0447 -2.0857 2.1605
19 H -2.5753 -2.6281 1.7178
20 H -1.2467 -3.6843 1.6006


Record 2
Below is a molecular structure, C10H18F5N3O2RuSeSiTe, with properties calculated with ωB97M-V with the def2-TZVPD basis set.

**Gap between HOMO and LUMO (alpha / beta)**: 7.12 / 7.29 eV
**Spin multiplicity**: 5
**Expectation value of S²**: 6.02
**Energy above the lowest of the compared OMol25 structures with the same formula, charge and spin**: 3.00 kcal/mol
**E_HOMO (alpha / beta)**: -16.192 / -16.578 eV
**Net charge**: +2

Atoms and positions in Å:
1 Ru 0.6317 -0.2176 0.4570
2 C 0.6056 -0.4622 3.7530
3 O 0.2481 0.4452 2.6627
4 H 0.0178 -1.3744 3.6880
5 H 0.4361 0.0492 4.6966
6 H 1.6596 -0.6894 3.6387
7 H -0.6315 0.7985 2.8465
8 F -3.5102 -2.1212 -0.1877
9 Te -1.7510 -2.0405 -0.7270
10 F -1.4956 -1.2202 0.9917
11 F -1.4538 -3.7093 -0.0785
12 F 1.2717 -1.7840 1.2050
13 F -2.3849 -2.5428 -2.3774
14 O -0.0953 -1.5352 -1.2144
15 Se -3.9250 0.2411 -2.1556
16 N -3.5894 1.9186 -2.3590
17 C -2.4209 2.2202 -1.8045
18 C -1.8695 3.5269 -1.8031
19 C -0.6689 3.6961 -1.1857
20 C -0.0397 2.5935 -0.5819
21 N -0.5034 1.3453 -0.5572
22 C -1.7150 1.1374 -1.1832
23 N -2.3715 -0.0217 -1.2703
24 H -2.4088 4.3354 -2.2801
25 H -0.1817 4.6593 -1.1379
26 H 0.9078 2.7540 -0.0866
27 C 3.0987 1.4488 -2.2989
28 Si 3.5013 0.0671 -1.1182
29 C 5.2216 0.1025 -0.4267
30 C 3.0385 -1.5932 -1.7947
31 C 2.4614 0.5167 0.5101
32 H 3.6728 1.3217 -3.2196
33 H 3.3475 2.4328 -1.8961
34 H 2.0428 1.4359 -2.5860
35 H 5.9279 0.0140 -1.2567
36 H 5.3868 -0.7455 0.2399
37 H 5.4543 1.0225 0.1103
38 H 3.7922 -1.8429 -2.5474
39 H 2.0673 -1.6096 -2.2891
40 H 3.0605 -2.3801 -1.0393
41 H 2.3921 1.6002 0.6518
42 H 2.9339 0.0626 1.3849


Record 3
Below is C10H13NO3S in the gas phase in a non-equilibrium geometry, with properties calculated with ωB97M-V with the def2-TZVPD basis set.

**Gap between HOMO and LUMO (alpha / beta)**: 5.98 / 6.50 eV
**Spin multiplicity**: 3
**Expectation value of S²**: 2.02
**Energy above the lowest of the compared OMol25 structures with the same formula, charge and spin**: 74.53 kcal/mol
**E_HOMO (alpha / beta)**: -5.812 / -8.856 eV

Atoms and positions in Å:
1 C -0.8536 -2.4778 -2.6103
2 C -0.7631 -3.0745 -1.4128
3 C -1.0040 -1.0553 -2.7136
4 C -0.9459 -2.2781 -0.1290
5 C -1.1010 -0.3210 -1.5834
6 C 1.1352 -1.4636 2.8103
7 C -1.0933 -0.0560 0.8411
8 C 1.6909 1.4585 -0.1088
9 C -0.6385 1.4064 0.8633
10 C 0.8714 1.2231 1.1208
11 N -1.0746 -0.8564 -0.3110
12 O -0.9084 -3.4369 2.6193
13 O 0.1533 -2.4124 0.7012
14 O -1.3901 -0.6995 1.8561
15 S -0.0823 -2.2706 2.3153
16 H -0.7968 -3.0522 -3.5185
17 H -0.4267 -4.1800 -1.4305
18 H -1.0954 -0.5132 -3.6306
19 H -1.8582 -2.7259 0.4358
20 H -0.7688 0.7322 -1.6346
21 H 1.1615 -1.7044 3.8716
22 H 1.7363 2.5584 -0.3690
23 H 2.7090 0.9911 0.1039
24 H 1.3527 0.8643 -0.8273
25 H -1.1834 1.9074 1.6019
26 H -0.8363 2.0341 0.0356
27 H 1.1150 1.7647 1.9127
28 H 0.9939 0.1067 1.4929


Record 4
Below is 4 unconnected molecules or ions with the total composition C3H13NO4 in a non-equilibrium geometry, with properties calculated with ωB97M-V with the def2-TZVPD basis set.

**Gap between HOMO and LUMO (alpha / beta)**: 9.68 / 5.00 eV
**Spin multiplicity**: 2
**Expectation value of S²**: 0.76
**Energy above the lowest of the compared OMol25 structures with the same formula, charge and spin**: 17.28 kcal/mol
**E_HOMO (alpha / beta)**: -14.011 / -14.011 eV
**Net charge**: +1

Atoms and positions in Å:
1 C 1.1806 -1.9794 1.5154
2 N 0.7285 -0.8644 0.7430
3 C -0.1130 -1.2067 -0.4134
4 C 1.6676 0.2574 0.6238
5 O 0.6850 -3.0559 1.3773
6 H 1.9972 -1.7337 2.1933
7 H 0.3538 -2.0952 -0.9116
8 H -0.1430 -0.3797 -1.1064
9 H -0.9758 -1.6904 0.0725
10 H 1.1949 0.9478 -0.0898
11 H 2.6641 -0.0815 0.3519
12 H 1.6246 0.8167 1.5641
13 H -1.7485 0.3073 1.7194
14 H -3.2318 0.5274 2.3371
15 O -2.5450 0.8412 1.7433
16 H 0.8925 2.3131 -2.9731
17 H 1.1332 0.8342 -2.8290
18 O 0.8375 1.6053 -2.2980
19 H -2.0507 1.7083 -0.4830
20 H -1.7876 1.1203 -1.7392
21 O -2.3641 1.8077 -1.3978